# 1
C30H36BCl3F8N4O4PTi | the ωB97M-V functional and the def2-TZVPD basis

Summary:
- ΔE to the lowest compared entry with this formula, charge and spin (kcal per mole) = 6.36
- E_tot (a.u.) = -5080.39278
- 2S+1 = 3
- LUMO energy (spin up / spin down) (eV) = 2.23 / 2.22
- HOMO (spin up / spin down) (eV) = -3.5 / -5.8
- total charge = -1

Last column: Mulliken spin population.
Positions of all 88 atoms, in Å:
Ti  -0.440  0.609  -0.489  1.014
C  5.644  -1.003  1.459  0.000
C  4.646  0.054  0.982  -0.001
N  3.251  -0.192  1.303  0.003
C  2.963  -0.340  2.720  0.001
C  3.356  0.884  3.531  0.000
C  2.631  -1.228  0.498  0.028
C  2.321  -0.749  -0.925  0.015
N  1.527  0.466  -0.875  0.023
C  2.124  1.695  -0.879  -0.027
C  1.543  2.726  -0.127  0.031
F  0.440  2.380  0.619  0.012
C  1.977  4.027  -0.104  0.002
F  1.344  4.923  0.662  0.000
C  3.077  4.404  -0.849  0.001
C  3.682  3.420  -1.609  0.001
F  4.746  3.742  -2.370  0.000
C  3.227  2.117  -1.642  0.004
F  3.860  1.249  -2.465  0.000
H  6.659  -0.702  1.193  0.000
H  5.454  -1.975  1.002  0.000
H  5.607  -1.128  2.543  0.000
H  4.722  0.153  -0.103  0.001
H  4.927  1.030  1.386  0.000
H  3.436  -1.239  3.155  0.000
H  1.886  -0.485  2.807  -0.001
H  2.908  1.780  3.096  0.000
H  2.998  0.780  4.556  0.000
H  4.437  1.027  3.568  0.000
H  1.682  -1.499  0.969  -0.009
H  3.231  -2.155  0.450  0.004
H  1.731  -1.538  -1.405  -0.056
H  3.227  -0.637  -1.522  0.010
H  3.431  5.422  -0.858  0.000
Cl  -4.612  2.166  5.261  0.000
C  -3.507  1.508  4.093  0.003
C  -3.554  1.948  2.785  -0.001
C  -2.664  1.414  1.870  -0.015
Cl  -2.726  1.953  0.221  0.015
C  -1.701  0.444  2.199  0.026
O  -0.879  -0.077  1.329  -0.027
C  -1.707  0.039  3.553  0.003
Cl  -0.530  -1.125  4.056  0.000
C  -2.584  0.552  4.486  -0.001
H  -4.268  2.697  2.476  0.001
H  -2.541  0.216  5.512  0.000
N  -5.089  -1.736  -5.542  0.159
C  -4.308  -1.514  -4.719  -0.037
C  -3.354  -1.245  -3.719  0.269
C  -1.989  -0.992  -4.031  0.001
C  -1.098  -0.769  -3.030  0.179
N  -1.433  -0.714  -1.697  0.139
C  -2.746  -1.017  -1.399  0.155
C  -3.696  -1.266  -2.338  -0.012
H  -1.649  -0.989  -5.057  0.000
H  -0.054  -0.577  -3.251  0.018
H  -2.989  -1.049  -0.343  0.034
H  -4.706  -1.494  -2.028  -0.001
C  2.383  -5.065  1.304  0.000
C  2.108  -5.088  -0.187  0.001
O  0.725  -5.309  -0.474  -0.002
P  -0.270  -4.014  -0.319  0.013
O  -1.493  -4.525  -1.260  -0.001
C  -1.363  -4.347  -2.674  0.017
C  -1.450  -5.691  -3.362  0.000
O  -0.954  -4.405  1.102  -0.002
C  -2.037  -3.559  1.527  0.008
C  -2.512  -4.052  2.874  0.001
H  3.458  -5.002  1.484  0.000
H  1.997  -5.970  1.774  0.000
H  1.905  -4.205  1.775  0.000
H  2.646  -5.906  -0.668  0.000
H  2.435  -4.150  -0.651  0.000
H  -0.410  -3.858  -2.907  -0.002
H  -2.162  -3.680  -2.997  -0.003
H  -0.651  -6.346  -3.014  0.000
H  -1.364  -5.567  -4.443  0.000
H  -2.408  -6.164  -3.145  0.000
H  -2.842  -3.615  0.790  0.001
H  -1.689  -2.524  1.584  -0.006
H  -2.893  -5.071  2.796  0.000
H  -3.308  -3.407  3.248  0.000
H  -1.694  -4.036  3.593  0.000
F  -2.542  3.159  -2.429  0.000
B  -1.180  3.349  -2.360  -0.013
F  -0.814  4.173  -1.316  0.000
F  -0.608  3.689  -3.552  0.000
F  -0.607  1.981  -2.007  0.024


# 2
C30H36BClF4N7O5Y | the ωB97M-V functional and the def2-TZVPD basis

Summary:
- ΔE to the lowest compared entry with this formula, charge and spin (kcal per mole) = 152.36
- E_tot (a.u.) = -2847.27900
- LUMO energy (eV) = -0.08
- HOMO (eV) = -8.1
- total charge = 0

Last column: Löwdin charge in e.
Positions of all 85 atoms, in Å:
Y  0.240  0.013  0.239  1.619
C  -2.557  2.664  -3.853  -0.113
O  -2.423  2.282  -5.213  -0.062
C  -1.244  1.918  -5.776  -0.206
C  -1.326  1.650  -7.147  0.001
C  -0.223  1.255  -7.872  -0.083
C  1.017  1.116  -7.253  -0.091
C  1.112  1.389  -5.903  -0.020
C  0.001  1.782  -5.158  -0.187
N  0.169  2.044  -3.780  0.101
C  0.432  1.125  -2.847  -0.363
N  0.135  -0.173  -3.151  0.148
C  0.899  -1.303  -2.719  -0.213
C  1.281  -1.521  -1.399  -0.174
C  2.131  -2.639  -1.227  -0.179
C  2.469  -3.510  -2.242  -0.095
C  1.969  -3.311  -3.527  -0.033
C  1.194  -2.201  -3.771  -0.224
O  0.670  -1.885  -4.998  -0.106
C  1.105  -2.661  -6.104  -0.069
N  0.821  1.427  -1.615  0.061
C  1.425  2.666  -1.343  -0.155
C  0.926  3.284  -0.190  -0.147
C  1.318  4.481  0.303  -0.068
C  2.225  5.308  -0.348  0.015
C  2.819  4.686  -1.422  0.018
C  2.410  3.430  -1.960  -0.220
O  2.959  2.969  -3.103  -0.078
C  3.349  3.944  -4.085  -0.057
H  -3.605  2.946  -3.758  0.098
H  -1.931  3.530  -3.633  -0.048
H  -2.354  1.817  -3.189  0.076
H  -2.292  1.768  -7.618  0.121
H  -0.330  1.061  -8.930  0.103
H  1.887  0.813  -7.819  0.101
H  2.054  1.299  -5.378  0.119
H  0.173  3.077  -3.535  -0.039
H  -0.211  -0.273  -4.098  0.126
H  2.559  -2.835  -0.257  0.069
H  3.118  -4.358  -2.060  0.101
H  2.209  -4.000  -4.324  0.101
H  0.770  -3.696  -6.026  0.093
H  2.192  -2.621  -6.190  0.100
H  0.651  -2.204  -6.980  0.090
H  1.437  1.745  1.996  0.023
H  -0.198  4.642  1.742  0.178
H  2.510  6.293  -0.014  0.120
H  3.635  5.173  -1.935  0.116
H  3.446  3.395  -5.018  0.085
H  4.315  4.383  -3.824  0.087
H  2.569  4.701  -4.185  0.065
Cl  -0.241  4.994  -3.573  -0.107
C  -1.616  3.524  -0.640  0.139
C  -0.470  3.638  -0.012  -0.167
O  -0.097  4.869  0.797  0.160
O  1.410  1.440  1.087  -0.366
H  -1.741  2.710  -1.338  0.063
H  -2.435  4.211  -0.492  0.105
F  -0.227  0.256  2.797  0.064
B  -1.369  1.083  2.593  -1.235
F  -1.014  2.421  2.660  0.155
F  -2.393  0.739  3.415  0.196
F  -1.764  0.765  1.206  -0.006
C  -1.927  -2.142  2.084  -0.169
N  -2.341  -3.430  2.596  -0.082
C  -1.220  -4.021  3.322  -0.161
N  -0.047  -4.196  2.461  -0.081
C  0.350  -2.897  1.945  -0.169
N  -0.740  -2.240  1.161  -0.143
C  -1.144  -3.190  0.067  -0.168
N  -1.548  -4.484  0.575  -0.084
C  -2.680  -4.306  1.481  -0.168
C  -0.428  -5.049  1.331  -0.157
H  -1.663  -1.495  2.916  0.108
H  -2.746  -1.683  1.528  0.134
H  -1.521  -4.994  3.713  0.128
H  -0.953  -3.375  4.160  0.133
H  1.209  -3.025  1.295  0.099
H  0.608  -2.236  2.777  0.130
H  -0.301  -3.315  -0.606  0.100
H  -1.972  -2.732  -0.481  0.134
H  -2.986  -5.279  1.870  0.127
H  -3.516  -3.877  0.924  0.129
H  0.428  -5.168  0.666  0.130
H  -0.718  -6.030  1.712  0.128


# 3
C30H36BrF3IN4OsSi2 | the ωB97M-V functional and the def2-TZVPD basis

Summary:
- ΔE to the lowest compared entry with this formula, charge and spin (kcal per mole) = 0.64
- E_tot (a.u.) = -5224.47545
- 2S+1 = 5
- LUMO energy (spin up / spin down) (eV) = -3.45 / -5.08
- HOMO (spin up / spin down) (eV) = -10.5 / -11.6
- total charge = +1

Last column: Mulliken spin population.
Positions of all 78 atoms, in Å:
Os  0.098  0.974  -0.448  2.825
C  3.682  -3.975  -1.205  0.011
C  2.700  -4.223  -2.159  -0.005
C  1.680  -3.313  -2.365  0.019
C  1.648  -2.154  -1.597  0.025
C  2.614  -1.906  -0.631  -0.007
C  3.640  -2.818  -0.442  -0.013
N  0.630  -1.162  -1.762  0.165
N  0.037  -1.171  -2.850  -0.023
C  -0.915  -0.129  -3.037  0.079
C  -1.691  -0.231  -4.180  -0.038
C  -2.644  0.738  -4.454  0.085
C  -2.812  1.805  -3.580  -0.041
C  -2.025  1.905  -2.440  -0.082
C  -1.049  0.946  -2.135  0.030
H  4.478  -4.692  -1.055  0.000
H  2.731  -5.134  -2.741  0.001
H  0.906  -3.492  -3.098  0.000
H  2.552  -1.008  -0.028  0.042
H  4.399  -2.627  0.306  0.002
H  -1.538  -1.078  -4.836  -0.001
H  -3.254  0.661  -5.343  0.003
H  -3.555  2.563  -3.788  0.000
H  -2.192  2.738  -1.767  -0.010
C  -1.746  -4.311  3.010  0.024
Si  -0.890  -3.851  1.413  -0.041
C  -2.162  -3.143  0.225  0.017
C  -0.164  -5.392  0.639  0.053
C  0.451  -2.586  1.676  0.251
Si  1.678  -2.565  3.072  -0.058
C  0.767  -2.243  4.683  0.045
C  2.444  -4.270  3.177  0.040
C  3.024  -1.266  2.928  0.008
H  -2.657  -4.872  2.788  0.001
H  -2.028  -3.432  3.594  -0.005
H  -1.116  -4.944  3.638  -0.001
H  -2.747  -3.948  -0.225  0.001
H  -1.685  -2.585  -0.586  -0.003
H  -2.862  -2.476  0.732  -0.002
H  -0.928  -6.172  0.584  0.003
H  0.677  -5.782  1.213  -0.001
H  0.187  -5.191  -0.374  -0.009
H  0.509  -1.872  0.858  0.630
H  0.069  -3.042  4.932  -0.002
H  0.211  -1.303  4.651  -0.006
H  1.491  -2.163  5.498  0.001
H  1.688  -5.022  3.413  0.000
H  3.196  -4.298  3.969  0.002
H  2.924  -4.558  2.238  -0.003
H  2.796  -0.415  3.572  0.000
H  3.160  -0.873  1.921  -0.001
H  3.972  -1.693  3.260  0.000
Br  -4.954  -0.762  3.781  0.000
C  -3.582  -0.367  2.575  -0.004
C  -2.260  -0.412  2.980  0.058
C  -1.279  -0.095  2.063  0.128
N  -1.554  0.240  0.790  -0.068
C  -2.842  0.260  0.407  0.007
C  -3.881  -0.031  1.262  0.005
H  -1.987  -0.680  3.990  -0.003
H  -0.237  -0.113  2.340  -0.114
H  -3.035  0.494  -0.630  -0.002
H  -4.899  -0.012  0.903  0.000
I  -0.119  3.072  3.265  0.005
C  -0.142  4.273  1.555  0.012
C  -0.074  5.651  1.734  0.003
C  -0.104  6.458  0.612  -0.003
C  -0.198  5.863  -0.639  -0.001
C  -0.257  4.487  -0.705  0.007
N  -0.234  3.691  0.374  0.045
H  -0.001  6.068  2.727  0.001
H  -0.053  7.533  0.714  0.000
H  -0.220  6.451  -1.546  0.000
H  -0.315  3.989  -1.666  -0.010
F  1.283  0.792  1.066  0.117
C  1.578  1.796  -1.430  -0.180
F  1.577  2.230  -2.650  -0.006
F  2.748  2.004  -0.930  -0.006


# 4
C30H36BrN6O6S2 | the ωB97M-V functional and the def2-TZVPD basis

Summary:
- E_tot (a.u.) = -5315.12137
- LUMO energy (eV) = 2.29
- HOMO (eV) = -6.5
- total charge = -1

Last column: Löwdin charge in e.
Positions of all 81 atoms, in Å:
C  9.384  0.454  0.685  -0.062
C  7.978  0.683  1.246  -0.280
O  7.365  1.702  0.489  -0.153
C  6.176  2.186  1.093  -0.175
C  5.025  1.218  0.826  -0.191
O  3.783  1.880  0.661  -0.134
C  2.850  1.680  1.676  -0.277
S  1.402  0.745  1.098  0.472
O  0.441  0.672  2.160  -0.360
O  0.902  1.537  0.002  -0.342
N  1.782  -0.699  0.462  -0.339
S  2.637  -1.767  1.348  0.173
O  2.063  -3.058  1.159  -0.392
O  4.027  -1.725  0.989  -0.384
Br  2.447  -1.404  3.535  0.498
H  9.495  -0.544  0.282  0.065
H  9.542  1.154  -0.125  0.072
H  10.134  0.612  1.448  0.062
H  8.050  0.952  2.300  0.112
H  7.429  -0.256  1.186  0.118
H  5.982  3.167  0.678  0.125
H  6.338  2.266  2.168  0.117
H  5.011  0.449  1.584  0.100
H  5.251  0.711  -0.105  0.129
H  3.265  1.267  2.585  0.077
H  2.434  2.648  1.940  0.112
N  -1.452  1.046  -3.288  0.047
C  -0.689  0.588  -2.289  -0.137
C  0.098  -0.551  -2.385  -0.049
C  0.096  -1.250  -3.577  -0.102
C  -0.686  -0.789  -4.627  -0.092
C  -1.437  0.357  -4.429  -0.173
H  -0.715  1.162  -1.375  0.082
H  0.695  -0.873  -1.543  0.076
H  0.698  -2.143  -3.689  0.106
H  -0.712  -1.306  -5.578  0.092
H  -2.061  0.755  -5.224  0.094
N  -6.220  0.133  -0.401  0.046
C  -4.925  0.212  -0.704  -0.137
C  -4.345  1.296  -1.347  -0.053
C  -5.158  2.358  -1.699  -0.073
C  -6.508  2.297  -1.395  -0.083
C  -6.984  1.169  -0.748  -0.176
H  -4.325  -0.643  -0.413  0.108
H  -3.288  1.306  -1.569  0.075
H  -4.743  3.222  -2.203  0.107
H  -7.179  3.105  -1.653  0.096
H  -8.036  1.080  -0.489  0.091
N  1.610  -0.254  6.659  0.050
C  0.861  -1.355  6.688  -0.180
C  -0.341  -1.452  7.371  -0.070
C  -0.793  -0.344  8.066  -0.089
C  -0.028  0.810  8.048  -0.081
C  1.158  0.800  7.332  -0.155
H  1.252  -2.199  6.131  0.070
H  -0.907  -2.373  7.355  0.100
H  -1.728  -0.378  8.611  0.101
H  -0.344  1.699  8.577  0.096
H  1.786  1.683  7.289  0.101
N  5.803  0.414  -6.114  0.041
C  4.827  -0.282  -6.691  -0.173
C  3.621  -0.577  -6.075  -0.075
C  3.416  -0.126  -4.781  -0.063
C  4.420  0.598  -4.162  -0.055
C  5.587  0.840  -4.870  -0.158
H  5.030  -0.618  -7.703  0.096
H  2.862  -1.145  -6.595  0.096
H  2.490  -0.334  -4.263  0.084
H  4.300  0.967  -3.152  0.105
H  6.398  1.405  -4.424  0.100
N  -10.905  -3.488  0.739  0.046
C  -9.787  -2.781  0.894  -0.153
C  -9.321  -1.859  -0.032  -0.067
C  -10.058  -1.663  -1.187  -0.082
C  -11.222  -2.391  -1.368  -0.083
C  -11.599  -3.285  -0.378  -0.170
H  -9.240  -2.969  1.811  0.103
H  -8.405  -1.309  0.147  0.077
H  -9.727  -0.954  -1.936  0.103
H  -11.827  -2.269  -2.256  0.096
H  -12.506  -3.873  -0.477  0.097


Number 1: molar mass 864.6 u. Number 2: molar mass 785.8 u. Number 3: molar mass 962.9 u. Number 4: molar mass 720.7 u.